Run w
C3H8N2O2S | ωB97M-V/def2-TZVPD

Last column: Mulliken charge in e.
Cartesian coordinates (Å):
C (-0.86645, 0.94852, -0.41314)  -0.5955
C (0.40294, 1.44146, 0.27118)  -0.4879
C (-0.10022, -1.30207, -0.44120)  -0.6647
N (-1.05360, -0.43921, -0.03938)  -0.3410
N (1.32340, -0.87410, 0.39296)  -0.1141
O (2.98644, 0.91293, 0.35737)  -0.6115
O (2.25636, -1.84277, 0.00208)  -0.4917
S (1.82620, 0.53482, -0.43504)  0.5137
H (-1.76010, 1.38090, -0.15485)  0.3325
H (-0.74693, 1.00282, -1.55396)  0.3064
H (0.69226, 2.47975, 0.27022)  0.4284
H (0.32368, 1.14208, 1.39012)  0.2742
H (-0.14174, -2.42883, -0.11587)  0.2537
H (0.24498, -1.37518, -1.39013)  0.5235
H (-1.03261, -0.49898, 1.06074)  0.3372
H (3.08676, -1.95535, 0.46133)  0.3369

Output
HOMO energy: -0.332 Eh
Kohn-Sham gap: 9.881 eV
Net charge: 0
LUMO: 0.84 eV

***

Run x
C3H8N2O2S | ωB97M-V/def2-TZVPD

Last column: Mulliken charge in e.
Cartesian coordinates (Å):
C (0.14503, -0.51910, 0.58889)  0.4223
C (1.66725, -0.44357, -1.33427)  -1.1303
C (0.45793, -1.14292, -0.69625)  -0.3373
N (0.23938, -1.07412, 1.82883)  -0.6816
N (-2.18741, 0.72772, 0.51852)  -0.5197
O (-0.30830, 1.74849, 1.86773)  -0.6654
O (-0.23956, 1.89257, -0.60375)  -0.6289
S (-0.55647, 1.15353, 0.58427)  1.1083
H (2.54774, -0.57413, -0.71171)  0.3251
H (1.46513, 0.61782, -1.44721)  0.3666
H (1.86250, -0.87227, -2.31321)  0.3355
H (-0.40792, -1.00353, -1.34943)  0.2421
H (0.65257, -2.20825, -0.56461)  0.3149
H (-0.01981, -0.38777, 2.53163)  0.3107
H (-2.66209, 0.94889, 1.37681)  0.2660
H (-2.65598, 1.13664, -0.27626)  0.2718

Output
SMILES string: [H]/N=C(/CC)S(N)(=O)=O
HOMO energy: -0.386 Eh
Kohn-Sham gap: 10.729 eV
Net charge: 0
LUMO: 0.23 eV

***

In terms of stability, run x leads; the second structure lies 72.1 kcal/mol higher.

***

Run w
C7H10N2O | ωB97M-V/def2-TZVPD

Last column: Mulliken charge in e.
Cartesian coordinates (Å):
C (1.61598, -1.33647, 0.93148)  -0.7657
C (1.21364, -1.76446, -0.26408)  -0.6936
C (-1.40284, 0.56542, -1.24327)  -0.7246
C (-1.60545, -0.90863, -0.53625)  -0.7999
C (0.45454, -0.47168, 1.07872)  0.1341
C (0.20216, 0.39366, -1.13360)  -0.2419
C (-0.05350, -0.85689, -0.25138)  0.6826
N (0.94609, 0.97991, 0.98174)  0.0657
N (0.20575, 2.05514, 1.70216)  -0.6427
O (0.99720, 1.29034, -0.39119)  -0.4428
H (2.41872, -1.51582, 1.63012)  0.4416
H (1.54344, -2.55079, -0.99116)  0.3817
H (-1.71625, 0.39338, -2.28118)  0.2920
H (-1.80820, 1.49980, -0.90158)  0.3277
H (-2.28463, -1.03441, 0.29033)  0.3239
H (-1.92023, -1.51082, -1.41329)  0.2630
H (-0.09018, -0.68672, 1.98578)  0.4351
H (0.69153, 0.23954, -2.08007)  0.4188
H (-0.34611, 2.48457, 0.92801)  0.2562
H (0.93836, 2.73490, 1.95873)  0.2887

Output
HOMO energy: -0.304 Eh
Kohn-Sham gap: 9.339 eV
Net charge: 0
LUMO: 1.06 eV

***

Run x
C7H10N2O | ωB97M-V/def2-TZVPD

Last column: Mulliken charge in e.
Cartesian coordinates (Å):
C (-2.39823, -0.86511, -0.39178)  0.4999
C (-3.65000, -0.35005, -1.14329)  -0.8299
C (1.86580, 0.04665, 1.64662)  -0.2274
C (1.24093, -0.63811, 0.60141)  -0.4542
C (1.25274, -0.05844, -0.65958)  -0.2765
C (1.89592, 1.16617, -0.83203)  -0.3313
C (2.50035, 1.74755, 0.27824)  -0.2054
H (-0.33782, -0.54153, -0.46551)  0.2758
H (-1.16900, -0.14031, -1.94075)  0.2369
H (-4.33696, -1.27295, -1.05552)  0.2590
H (-3.44602, 0.02428, -2.15010)  0.2883
H (-4.07353, 0.48565, -0.52673)  0.2221
H (1.84299, -0.35869, 2.67111)  0.3349
H (0.73259, -1.58536, 0.77804)  0.4261
H (0.75667, -0.54859, -1.49591)  0.5147
H (1.92844, 1.65175, -1.80225)  0.3470
H (3.00959, 2.70599, 0.17487)  0.3417
N (-1.23041, -0.46979, -0.96468)  -0.2537
N (2.48800, 1.21488, 1.49997)  -0.5770
O (-2.49439, -1.49097, 0.63355)  -0.5910

Output
SMILES string: c1ccncc1.CC(N)=O
HOMO energy: -0.358 Eh
Kohn-Sham gap: 10.299 eV
Net charge: 0
LUMO: 0.57 eV

***

In terms of stability, run x leads; the second structure lies 115.1 kcal/mol higher.

***

Run w
C3H4OS2 | ωB97M-V/def2-TZVPD

Last column: Mulliken charge in e.
Cartesian coordinates (Å):
C (0.49639, 0.84372, 0.44262)  0.3043
C (1.80947, 0.21535, -0.01294)  -0.5189
C (-0.48999, -0.21991, 0.22205)  0.1094
H (-0.70400, 1.91295, -0.78680)  0.3301
H (0.52172, 1.10848, 1.45214)  0.2450
H (1.91636, 0.21787, -1.21406)  0.2353
H (3.02680, 0.54992, 0.46682)  0.2887
O (0.27158, 2.02429, -0.24831)  -0.5021
S (0.85768, -1.33728, -0.08870)  -0.1101
S (-1.97198, -0.22637, -0.02643)  -0.3818

Output
HOMO energy: -0.331 Eh
Kohn-Sham gap: 8.744 eV
Net charge: 0
LUMO: -0.26 eV

***

Run x
C3H4OS2 | ωB97M-V/def2-TZVPD

Last column: Mulliken charge in e.
Cartesian coordinates (Å):
C (0.38104, 0.00052, -0.75326)  -0.3515
C (-0.74514, 0.09887, -0.12440)  0.4874
C (-0.94304, -0.51571, 1.24587)  -1.0668
O (2.66573, 1.15131, -0.36663)  -0.4599
S (0.96993, 0.79493, -2.81533)  -0.2550
S (2.10133, 0.12470, -1.16863)  0.3598
H (-1.65371, 0.39315, -0.74526)  0.2814
H (-1.27768, 0.16900, 2.09028)  0.2955
H (-0.00167, -0.87366, 1.54843)  0.3691
H (-1.49679, -1.34309, 1.08894)  0.3400

Output
HOMO energy: -0.336 Eh
Kohn-Sham gap: 8.649 eV
Net charge: 0
LUMO: -0.49 eV

***

Run y
C3H4OS2 | ωB97M-V/def2-TZVPD

Last column: Mulliken charge in e.
Cartesian coordinates (Å):
C (-0.55496, 1.10005, 0.37096)  -0.2454
C (-0.00235, -0.05672, 0.07697)  0.4752
C (0.15027, -1.32826, 0.67346)  -0.9187
O (0.98724, 0.20546, -1.47903)  -0.4494
S (-0.57067, 2.50795, -0.85989)  -0.1395
S (0.25932, 1.18198, -2.39302)  0.0989
H (-0.82022, 1.37154, 1.35582)  0.3469
H (0.82532, -1.88440, -0.09275)  0.2825
H (-0.94004, -1.80318, 0.64777)  0.2525
H (0.66609, -1.29444, 1.69972)  0.2971

Output
HOMO energy: -0.279 Eh
Kohn-Sham gap: 7.557 eV
Net charge: 0
LUMO: -0.04 eV

***

Run z
C3H4OS2 | ωB97M-V/def2-TZVPD

Last column: Mulliken charge in e.
Cartesian coordinates (Å):
C (-0.83060, -0.41995, -0.29506)  -0.4566
C (0.40076, 0.17585, 0.56006)  0.2034
C (1.74970, -0.04571, 0.16891)  -0.0665
O (-1.91123, 0.37454, -0.06516)  -0.5074
S (1.18531, 1.60354, -0.04039)  -0.1398
S (2.93574, -1.06298, -0.01533)  -0.3182
H (-0.41517, -0.43651, -1.26147)  0.3634
H (-0.97043, -1.45931, 0.07004)  0.2508
H (0.07524, 0.24807, 1.64636)  0.3395
H (-2.21932, 1.02246, -0.76795)  0.3315

Output
SMILES string: OC[C@@H]1SC1=S
HOMO energy: -0.322 Eh
Kohn-Sham gap: 8.417 eV
Net charge: 0
LUMO: -0.35 eV

***

In terms of stability, run z leads; the second structure lies 33.6 kcal/mol higher.